[1]
Here is a structure of composition C24H19N3O2Ru from the OMol25 dataset. Energies are from the ωB97M-V functional and the def2-TZVPD basis.

Values from the calculation:
- Energy: -1335.275953 hartree
- HOMO-LUMO gap (spin up / spin down): 7.3089 / 7.1006 eV
- LUMO energy (spin up / spin down): -0.102 / -0.172 Ha
- Relative energy (zero: lowest compared OMol25 entry of this formula, charge and spin): 9.39 kcal per mole
- Total charge: +1
- Spin multiplicity: 6

Each line ends with the Löwdin spin population.
Positions of all 49 atoms, in Å:
Ru -1.14784 1.58250 0.14358  3.384
C -0.58359 5.21697 0.33144  0.001
C -1.36939 4.10556 0.96783  0.022
C -2.56920 3.65491 0.39631  0.017
C -3.30932 2.62614 0.99032  0.016
C -2.87718 2.05394 2.18325  0.042
C -1.73698 2.55839 2.80761  0.068
C -0.99428 3.56514 2.20247  0.060
H -0.71610 5.22753 -0.74909  0.000
H 0.47922 5.12514 0.54937  0.000
H -0.92253 6.17903 0.72002  0.001
H -2.92489 4.11360 -0.51319  0.002
H -4.23748 2.29907 0.54168  0.001
H -3.44456 1.25765 2.64356  0.001
H -1.41658 2.13736 3.75074  0.003
H -0.09361 3.93374 2.67796  0.002
N 4.14688 -7.44852 -0.49688  0.001
C 3.59080 -6.44417 -0.45824  0.000
C 2.89118 -5.17786 -0.40726  0.002
C 1.75284 -5.04515 0.38101  0.001
C 1.08913 -3.83018 0.42693  0.006
C 1.54734 -2.74247 -0.31018  0.012
C 2.69008 -2.88618 -1.09189  0.005
C 3.36182 -4.09630 -1.14554  0.002
C 0.83267 -1.42967 -0.23706  0.140
C 0.08195 -1.01187 -1.34620  0.132
C 0.04048 -1.77554 -2.61409  0.003
C -0.64026 -1.05924 -3.49610  0.045
C -1.06538 0.20480 -2.83234  0.031
N -0.64218 0.11047 -1.44833  0.240
C 1.02679 -0.66063 0.90902  0.086
C 1.96178 -0.97258 1.94238  0.158
C 1.94251 0.06270 2.84406  0.054
C 0.99925 0.97217 2.36289  0.224
N 0.42805 0.56345 1.19766  0.122
H 1.39360 -5.89102 0.95152  0.000
H 0.20348 -3.72380 1.04155  0.000
H 3.06338 -2.03951 -1.65572  0.001
H 4.25220 -4.20599 -1.74955  0.000
H 0.51052 -2.73333 -2.76877  -0.001
H -0.86862 -1.29665 -4.52400  0.003
H -0.62927 1.08710 -3.30641  0.010
H 2.58295 -1.85353 1.96783  0.007
H 2.53300 0.17376 3.73876  0.000
H 0.73993 1.91269 2.81180  0.011
O -2.51248 0.31387 -2.98803  0.017
C -3.00993 1.44750 -2.56726  0.014
O -2.35817 2.28935 -1.97524  0.053
H -4.07207 1.54965 -2.80020  0.002

Cartesian forces, eV/Å:
Ru 0.3 -0.2 -0.4
C 0.0 0.0 0.0
C -0.1 0.2 0.0
C 0.0 0.0 0.1
C -0.1 0.1 0.0
C -0.1 0.0 0.1
C 0.0 0.0 0.0
C 0.1 0.0 0.1
H 0.0 0.0 0.0
H 0.0 0.0 0.0
H 0.0 0.0 0.0
H 0.0 -0.1 -0.1
H 0.0 0.0 -0.1
H 0.0 0.0 0.0
H 0.0 0.0 0.0
H 0.0 0.0 0.0
N 0.0 0.1 0.0
C -0.1 0.2 0.0
C 0.1 -0.3 0.0
C 0.0 0.0 0.0
C -0.1 0.0 0.0
C 0.0 0.1 0.0
C 0.1 0.0 0.0
C 0.0 0.0 0.0
C 0.0 -0.1 -0.1
C 0.0 -0.3 0.0
C 0.1 0.1 0.2
C 0.0 -0.1 -0.1
C -0.1 0.0 0.0
N -0.1 0.0 -0.2
C -0.1 0.1 0.1
C 0.0 -0.1 -0.1
C 0.0 0.1 0.1
C 0.0 0.0 -0.1
N 0.2 -0.1 0.3
H 0.0 0.0 0.0
H 0.0 0.0 0.0
H 0.0 0.0 0.0
H 0.0 0.0 0.0
H 0.0 0.0 0.0
H 0.0 0.0 0.0
H -0.1 0.1 0.0
H 0.0 0.0 0.0
H 0.0 0.0 0.0
H 0.0 0.0 0.0
O 0.0 0.0 0.0
C 0.3 0.0 0.1
O -0.2 0.1 0.0
H 0.0 0.0 0.0


[2]
Here is a structure of composition C24H20AsN3SSeTc from the OMol25 dataset. Energies are from the ωB97M-V functional and the def2-TZVPD basis.

Values from the calculation:
- Energy: -6206.466769 hartree
- HOMO-LUMO gap (spin up / spin down): 6.7685 / 6.2661 eV
- LUMO energy (spin up / spin down): -0.291 / -0.310 Ha
- Relative energy (zero: lowest compared OMol25 entry of this formula, charge and spin): 0.00 kcal per mole
- Total charge: +2
- Spin multiplicity: 2

Each line ends with the Löwdin spin population.
Positions of all 51 atoms, in Å:
Tc -0.22998 1.13973 0.83115  0.753
S 1.75857 0.61112 0.21183  -0.052
C 2.73502 -0.04060 1.56944  -0.003
C 4.09924 -0.19968 1.38380  -0.004
C 4.87144 -0.62082 2.45907  0.001
C 4.28745 -0.87081 3.69409  -0.004
C 2.91466 -0.71976 3.87011  -0.001
C 2.13884 -0.30451 2.80302  -0.004
As 0.21789 -0.18080 2.82913  -0.002
C -0.39303 -1.98682 2.56406  0.007
C -1.72501 -2.29970 2.82575  0.000
C -2.17721 -3.59076 2.60826  0.001
C -1.30426 -4.56222 2.13013  0.000
C 0.02306 -4.24674 1.87664  0.000
C 0.48583 -2.95562 2.09331  0.001
C -0.45487 0.43978 4.50650  -0.004
C -0.64470 -0.47438 5.54001  -0.001
C -1.08915 -0.01647 6.77093  0.000
C -1.34694 1.33562 6.95923  0.000
C -1.16053 2.24020 5.92215  0.000
C -0.71107 1.79594 4.68830  -0.002
H 4.55694 0.01391 0.42591  0.000
H 5.93860 -0.74342 2.33154  0.000
H 4.90128 -1.18692 4.52670  0.000
H 2.46324 -0.92242 4.83371  0.000
H -2.40158 -1.55330 3.22484  0.000
H -3.20628 -3.84491 2.82602  0.000
H -1.65863 -5.57178 1.96903  0.000
H 0.70500 -5.00754 1.52086  0.000
H 1.52640 -2.71924 1.90729  0.000
H -0.45665 -1.53036 5.38921  0.000
H -1.23632 -0.71612 7.58258  0.000
H -1.69685 1.68588 7.92124  0.000
H -1.36330 3.29167 6.07573  0.000
H -0.55366 2.50052 3.88161  -0.001
Se -0.12699 5.75204 1.96772  0.221
C -0.15607 4.10477 1.59765  0.016
N -0.17635 2.92721 1.33292  0.035
N -0.84338 -1.23857 -1.52670  0.007
C -1.93345 -0.86499 -0.83936  0.012
C -3.22208 -1.27529 -1.23845  -0.001
C -4.31415 -0.87300 -0.52524  0.009
C -4.15524 -0.06706 0.61815  0.002
C -2.89431 0.28663 0.97153  0.002
N -1.78818 -0.07913 0.25147  0.012
H -0.93667 -1.83178 -2.33319  0.000
H 0.08515 -1.05146 -1.18689  0.001
H -3.32069 -1.90159 -2.11452  0.000
H -5.30389 -1.18126 -0.83595  0.000
H -5.00051 0.25304 1.20851  0.000
H -2.70564 0.88644 1.86006  0.000

Cartesian forces, eV/Å:
Tc 0.1 0.3 -0.3
S 0.1 -0.1 0.3
C -0.4 0.1 0.0
C 0.0 0.0 -0.1
C 0.0 0.0 0.1
C 0.0 0.0 0.0
C 0.0 0.0 0.0
C 0.0 0.0 -0.2
As 0.2 0.0 0.1
C 0.0 0.1 0.1
C 0.0 0.0 0.0
C 0.0 0.0 0.0
C 0.0 0.0 0.0
C 0.0 0.0 0.0
C 0.0 0.0 -0.1
C 0.0 0.0 -0.1
C 0.0 0.0 0.0
C 0.0 0.0 0.0
C 0.0 0.0 0.0
C 0.0 0.0 0.0
C 0.0 0.0 0.0
H 0.0 0.0 0.0
H 0.0 0.0 0.0
H 0.0 0.0 0.0
H 0.0 0.0 0.0
H 0.0 0.0 0.0
H 0.0 0.0 0.0
H 0.0 0.0 0.0
H 0.0 0.0 0.0
H 0.0 0.0 0.0
H 0.0 0.0 0.0
H 0.0 0.0 0.0
H 0.0 0.0 0.0
H 0.0 0.0 0.0
H 0.0 0.0 0.0
Se 0.0 -0.2 0.0
C 0.1 0.7 0.1
N -0.1 -0.9 0.0
N 0.0 0.0 0.0
C 0.1 -0.1 0.0
C -0.1 0.0 0.0
C 0.0 0.0 -0.1
C 0.0 0.0 0.1
C -0.1 0.0 0.0
N 0.0 0.1 0.0
H 0.0 0.0 0.0
H 0.0 0.0 0.0
H 0.0 0.0 0.0
H 0.0 0.0 0.0
H 0.0 0.0 0.0
H 0.0 0.0 0.0